{"formula": "C5H10OS", "method": "ωB97M-V/def2-TZVPD", "symbols": ["C", "C", "C", "C", "C", "O", "S", "H", "H", "H", "H", "H", "H", "H", "H", "H", "H"], "xyz": [[-0.87143, 0.43491, 0.10623], [-0.53387, 2.27601, 0.09229], [0.22165, -1.50155, -1.03029], [1.49276, -0.31541, 0.87075], [0.07477, -0.72115, 0.28877], [-2.83092, -1.21152, -0.43120], [-2.52068, 0.24968, -0.28146], [0.45819, 2.54454, -0.32307], [-1.24280, 2.81009, -0.49964], [-0.47656, 2.45452, 1.22009], [0.57361, -0.76749, -1.79891], [-0.71240, -1.89245, -1.18956], [0.96668, -2.32864, -0.93401], [2.29532, -0.46221, 0.08317], [1.56444, 0.81386, 0.99062], [1.83502, -1.05677, 1.74209], [-0.29379, -1.32644, 1.09411]], "forces_ev_per_angstrom": [[-2.35, 3.73, -1.29], [1.43, -3.72, 2.16], [2.52, 1.09, 0.78], [1.23, -0.20, -0.62], [2.05, 1.00, 0.52], [-0.30, 1.06, 0.25], [3.29, -1.29, 0.48], [-0.42, -0.76, 0.16], [-0.96, 0.04, 0.13], [-0.50, 0.29, -1.77], [-0.44, -0.85, 0.37], [-2.16, -1.03, -1.22], [-0.52, 0.70, 0.00], [-0.95, -0.12, 0.63], [-0.10, -1.55, 0.92], [-0.91, 2.24, -1.54], [-0.93, -0.63, 0.04]], "mulliken_charge": [-0.057, -1.152, -1.482, -1.093, 0.672, -0.556, 0.279, 0.302, 0.443, 0.325, 0.334, 0.543, 0.337, 0.288, 0.271, 0.269, 0.276], "homo_ev": [-8.841, -8.842], "total_charge": 0, "spin_multiplicity": 1, "e_above_lowest_kcal_mol": 72.78, "total_energy_ha": -669.8205, "gap_ev": [8.84, 8.84]}

---

{"formula": "C5H10OS2", "method": "ωB97M-V/def2-TZVPD", "symbols": ["C", "C", "S", "C", "O", "C", "C", "S", "H", "H", "H", "H", "H", "H", "H", "H", "H", "H"], "xyz": [[1.73827, -0.75888, -1.77410], [0.91080, -1.22626, -0.58408], [-0.82304, -1.48287, -1.14927], [-1.69150, -1.10716, 0.39464], [-1.67630, 0.24288, 0.76263], [-0.45912, 0.93404, 0.53235], [-0.44361, 2.14934, 1.45366], [1.01087, -0.09288, 0.84511], [1.69078, -1.48645, -2.62338], [2.78400, -0.64574, -1.47558], [1.39237, 0.21018, -2.14644], [1.30675, -2.19685, -0.23122], [-2.72105, -1.39032, 0.26070], [-1.28376, -1.72954, 1.21278], [-0.41068, 1.24358, -0.51787], [-0.38626, 1.83338, 2.50209], [-1.36025, 2.71908, 1.29121], [0.42174, 2.78446, 1.24678]], "forces_ev_per_angstrom": [[0.10, -0.25, -0.58], [-0.01, -0.45, -0.14], [0.15, 0.11, 0.24], [0.50, -0.50, 0.40], [0.07, 0.38, 0.00], [0.07, 0.21, 0.07], [0.18, -0.25, -0.04], [-0.06, -0.07, 0.01], [-0.02, 0.48, 0.69], [-0.09, -0.06, -0.04], [-0.04, -0.12, 0.09], [-0.21, 0.48, -0.04], [-0.42, -0.07, -0.18], [0.01, 0.22, -0.39], [-0.06, -0.04, 0.09], [-0.13, 0.05, -0.21], [0.07, -0.04, 0.08], [-0.13, -0.08, -0.08]], "mulliken_charge": [-1.211, -0.017, -0.129, -0.402, -0.363, 0.316, -1.434, -0.145, 0.338, 0.357, 0.301, 0.395, 0.341, 0.311, 0.248, 0.354, 0.354, 0.385], "homo_ev": -8.787, "total_charge": 0, "spin_multiplicity": 1, "e_above_lowest_kcal_mol": 2.30, "total_energy_ha": -1068.1124, "gap_ev": 9.56}